The following is a DFT calculation (wB97M-V/def2-TZVPD) of 2 unconnected molecules or ions with the total composition C14H18F5NOP at a distorted geometry.

The geometry in XYZ format:
```
40
Properties=species:S:1:pos:R:3:forces:R:3
C -4.15588 1.42486 -2.77981 -1.23 -0.81 -0.17
P -2.92285 2.83438 -2.41035 0.41 -0.26 1.36
C -3.61170 4.44119 -3.23027 -0.29 -0.08 -0.76
C -1.14731 2.44990 -2.99642 -0.80 -1.55 -2.94
C -0.95980 0.90484 -3.51047 0.66 3.11 1.60
F -1.78843 0.57114 -4.70465 1.73 -0.43 2.08
F 0.47255 0.79612 -3.98029 -3.11 -0.42 0.64
C -1.16756 -0.10053 -2.23264 -0.71 -2.21 1.05
C -1.94789 -1.54569 -2.50853 1.94 1.49 5.15
C -2.15003 -2.50437 -1.16013 1.36 2.96 -0.18
C -1.66190 -2.04863 0.33982 0.66 2.34 -3.32
C -0.89849 -0.60445 0.51277 -0.89 -0.19 -3.05
C -0.39626 -0.07391 1.99110 -0.98 0.21 -0.92
F 0.05001 1.36178 1.97746 -1.11 -5.00 0.37
F -1.56960 -0.11357 2.93311 4.23 -0.07 -2.29
F 0.72512 -0.97033 2.43062 -3.43 3.15 -0.45
C -0.63101 0.40226 -0.76436 -2.11 -4.19 -0.13
H -3.89148 0.48392 -2.09446 -0.39 2.13 -1.59
H -4.20779 1.09012 -3.90684 -0.08 0.50 2.13
H -5.21841 1.79263 -2.37873 2.15 -0.73 -1.04
H -3.42712 4.47475 -4.40074 -0.41 0.23 2.29
H -4.77453 4.43845 -3.00508 2.39 0.14 -0.46
H -3.09562 5.33771 -2.66518 -1.09 -1.77 -1.34
H -0.97992 3.12244 -3.95804 -0.17 -1.36 1.53
H -2.32495 -1.85042 -3.58441 0.91 0.78 2.57
H -2.67649 -3.55833 -1.34825 1.28 2.58 0.76
H -1.85396 -2.75092 1.26619 0.47 1.67 -2.15
H -0.08166 1.42439 -0.59561 -1.38 -2.23 -0.73
C 5.66289 -2.86027 4.32241 -0.87 0.30 0.06
O 5.37721 -3.81189 5.03766 0.00 0.73 -0.46
N 4.79321 -1.86544 3.92960 1.19 -0.97 0.32
C 5.21164 -0.77064 3.07951 -0.20 -0.09 0.07
C 3.41781 -1.91489 4.38004 -0.05 -0.22 0.16
H 6.68185 -2.72523 3.92372 -0.04 0.11 -0.06
H 5.05098 0.17127 3.61162 0.07 0.06 -0.21
H 4.61160 -0.78404 2.16514 0.13 0.20 0.00
H 6.26924 -0.85833 2.81606 -0.16 -0.06 0.09
H 3.40040 -1.89791 5.47385 -0.17 -0.04 -0.10
H 2.96329 -2.84835 4.03482 -0.12 0.16 0.13
H 2.85281 -1.06402 3.98973 0.19 -0.18 0.01
```
Forces are in eV/Å.

As for the HOMO energy: -2.85 eV. The gap between HOMO and LUMO comes out at 5.1 eV. Its charge is -1.